Run 1
Density functional theory data (ωB97M-V/def2-TZVPD) for a cluster of 2 separate species, C4H9O2S in total.

The geometry in XYZ format:
```
16
Properties=species:S:1:pos:R:3:lowdin_charge:R:1
C 1.710 -0.162 0.094 -0.130
C 1.480 -0.221 1.525 -0.202
C 0.941 -1.124 -0.696 -0.200
C -2.479 0.576 -1.760 -0.251
O -1.696 -1.435 -0.107 -0.586
O -3.876 -0.506 0.389 -0.610
S -2.431 -0.180 0.104 0.582
H 2.350 0.339 1.965 0.055
H 0.612 0.492 1.676 0.105
H 1.471 -1.226 1.942 0.064
H 0.859 -2.219 -0.356 0.106
H 1.326 -1.024 -1.684 0.031
H -0.081 -0.696 -0.576 0.032
H -3.336 0.925 -2.365 0.013
H -1.779 1.406 -1.544 -0.006
H -1.939 -0.210 -2.292 -0.004
```

Summary:
M = 121.181 g mol⁻¹
charge = -1
highest occupied orbital energy = -3.507 eV
LUMO energy = 0.140 Eh

Run 2
Density functional theory data (ωB97M-V/def2-TZVPD) for a cluster of 2 separate species, C4H9O2S in total.

The geometry in XYZ format:
```
16
Properties=species:S:1:pos:R:3:lowdin_charge:R:1
C 2.001 0.334 -0.170 -0.326
C 0.377 -1.348 1.884 -0.493
S 1.996 -0.654 1.519 0.680
H 1.062 0.561 -0.536 -0.069
H 2.502 1.256 -0.004 -0.002
H 2.624 -0.038 -1.062 0.061
H -0.399 -1.064 1.111 0.015
H -0.036 -0.971 2.857 0.038
H 0.158 -2.358 1.923 -0.016
C -1.792 0.016 -0.867 -0.039
C -1.134 1.425 -1.301 -0.738
O -1.827 2.417 -1.120 -0.062
O 0.045 1.247 -1.775 -0.158
H -1.397 -0.283 0.067 -0.016
H -1.293 -0.722 -1.506 0.056
H -2.889 0.181 -1.020 0.069
```

Summary:
M = 121.181 g mol⁻¹
charge = -1
highest occupied orbital energy = -4.181 eV
LUMO energy = 0.122 Eh

Of them, run 2 has the highest stability.